The following is a quantum chemistry calculation of a molecular structure, C12H20N4O3PSScTe, from the Open Molecules 2025 dataset.

Element x y z (Å)
Sc: 0.40849 0.54137 -0.06841
C: 3.38471 -1.52285 -2.89365
C: 2.25851 -1.11876 -2.00530
N: 1.91933 0.09675 -1.75845
N: 2.56678 1.13775 -2.36576
C: 1.95010 2.34374 -2.38039
N: 2.53483 3.31997 -3.04965
S: 0.47816 2.62864 -1.57407
C: 1.37110 -2.12692 -1.36327
C: 1.48540 -3.48292 -1.58009
C: 0.55822 -4.34206 -0.98803
C: -0.44362 -3.81935 -0.19913
C: -0.49172 -2.44229 -0.01568
N: 0.38635 -1.61612 -0.58569
H: 4.23470 -0.84544 -2.80876
H: 3.04846 -1.54581 -3.93391
H: 3.75753 -2.51010 -2.63874
H: 3.36316 0.94471 -2.95897
H: 3.40247 3.20053 -3.55091
H: 2.10955 4.23448 -3.06752
H: 2.26673 -3.88892 -2.20360
H: 0.63092 -5.40837 -1.15251
H: -1.18237 -4.44700 0.27730
H: -1.24686 -1.98653 0.61436
C: -1.75318 1.95771 5.81052
C: -1.73522 1.55430 4.36559
O: -0.31619 1.25227 4.00699
P: 0.18559 1.26462 2.54637
O: -0.74560 0.50975 1.54398
Te: 2.34802 0.45951 2.05955
O: 0.06834 2.73553 1.95547
C: 0.75694 3.88069 2.56420
C: 0.37340 5.10812 1.78423
H: -2.78757 2.14464 6.10246
H: -1.18543 2.87157 5.97676
H: -1.35694 1.16860 6.44596
H: -2.07812 2.34582 3.69936
H: -2.28721 0.63809 4.16902
H: 1.82872 3.67545 2.52025
H: 0.44552 3.93694 3.60721
H: 0.73064 5.05024 0.75663
H: 0.82623 5.98221 2.25247
H: -0.70608 5.24984 1.77921

The calculation puts the HOMO energy at -0.5226 hartree. The energy relative to the best compared isomer or geometry (same formula, charge and spin) comes out at 21.6 kJ/mol. Its frontier orbital gap is 6.9 eV. The charge is +2.

These are the natural (NBO) partial charges, in e, on atoms 1 to 4: number 1, Sc, carries 1.525; number 2, C, carries -0.708; number 3, C, carries 0.346; number 4, N, carries -0.337

=====

The following is a quantum chemistry calculation of a molecular structure, C27H40ClGeN6O6RhS, from the Open Molecules 2025 dataset.

Element x y z (Å)
Rh: -0.30816 0.17314 -0.02458
C: -2.59012 -3.09949 1.51128
C: -2.12669 -1.85762 0.83562
N: -1.24006 -1.05931 1.32070
O: -0.62413 -1.39574 2.50445
C: -2.63930 -1.45767 -0.47075
C: -3.82078 -2.07362 -1.14498
N: -1.99985 -0.46336 -1.00502
O: -2.20891 0.18453 -2.01592
H: -2.64712 -2.97092 2.59181
H: -1.89435 -3.91495 1.28575
H: -3.56721 -3.40151 1.14455
H: -0.58372 -2.36475 2.56447
H: -4.72019 -1.98443 -0.53360
H: -3.63356 -3.13501 -1.31691
H: -3.99703 -1.59664 -2.10518
O: 3.38442 -1.57947 -4.14178
C: 3.21686 -0.26895 -4.21710
O: 3.79750 0.41719 -5.00651
C: 2.26299 0.36804 -3.24366
C: 1.99116 1.73707 -3.20154
Cl: 2.53493 2.99982 -4.16388
N: 1.10109 1.97055 -2.21689
N: 0.79633 0.81824 -1.59476
C: 1.48016 -0.15363 -2.21441
C: 1.24899 -1.54678 -1.70805
O: 1.79435 -2.51401 -2.18659
O: 0.42328 -1.60736 -0.69218
C: 0.51885 3.22564 -1.83812
C: -0.72948 3.55089 -2.34446
C: -1.29278 4.76375 -1.98221
C: -0.60550 5.62251 -1.13181
C: 0.65086 5.28289 -0.64844
C: 1.22896 4.07356 -1.00666
H: 2.82915 -2.01386 -3.45537
H: -1.23407 2.87147 -3.02013
H: -2.25692 5.05054 -2.37959
H: -1.04280 6.57483 -0.86327
H: 1.18998 5.96669 -0.00715
H: 2.21607 3.79836 -0.65662
C: 5.23549 -1.89288 4.18678
C: 3.97362 -2.05216 3.34954
C: 4.15524 -1.52717 1.92931
C: 2.87273 -1.61123 1.07335
Ge: 1.92154 0.04308 1.39966
C: 1.50671 0.63167 3.21026
C: 2.71164 1.44694 3.70239
C: 2.45735 2.07801 5.07537
C: 2.29811 1.04978 6.18742
H: 5.09316 -2.27187 5.19781
H: 5.53156 -0.84406 4.26110
H: 6.06899 -2.43785 3.74260
H: 3.13896 -1.54075 3.84205
H: 3.69199 -3.10728 3.29468
H: 4.92842 -2.10893 1.42207
H: 4.55298 -0.50255 1.95879
H: 2.27831 -2.49027 1.31994
H: 3.11223 -1.67704 0.01390
H: 2.59337 1.19699 0.62052
H: 1.32724 -0.25272 3.81685
H: 0.60569 1.24103 3.21515
H: 2.95507 2.23368 2.98227
H: 3.59294 0.80147 3.77654
H: 1.56844 2.71507 5.01432
H: 3.29278 2.74095 5.30588
H: 1.41192 0.42688 6.04911
H: 2.20557 1.53298 7.15888
H: 3.16667 0.38913 6.23181
S: -0.88312 2.21063 0.84288
C: -2.35535 1.91253 1.75446
N: -2.36845 2.03822 3.06640
C: -3.59366 1.94284 3.87404
C: -4.78021 2.34344 3.01683
C: -4.78440 1.52754 1.73528
N: -3.46814 1.64765 1.09056
H: -1.49549 2.27675 3.51034
H: -3.47792 2.59833 4.73408
H: -3.69652 0.91901 4.23925
H: -4.71845 3.40555 2.77400
H: -5.70693 2.18183 3.56383
H: -5.53067 1.89504 1.03422
H: -4.99437 0.47450 1.93581
H: -3.39389 1.61199 0.08477

The calculation puts the HOMO energy (alpha / beta) at -0.5343 / -0.5343 hartree. The energy relative to the best compared isomer or geometry (same formula, charge and spin) comes out at 95.2 kJ/mol. Its frontier orbital gap (alpha / beta) is 6.0 / 5.9 eV. The charge is +2.

These are the Löwdin partial charges, in e, on atoms 1 to 4: number 1, Rh, carries 0.816; number 2, C, carries 0.036; number 3, C, carries -0.239; number 4, N, carries -0.112

=====

The following is a quantum chemistry calculation of 4 unconnected molecules or ions with the total composition C21H50BClO6S, from the Open Molecules 2025 dataset.

Element x y z (Å)
C: -4.09924 -3.85432 0.64798
C: -4.29542 -2.67111 -0.31711
C: -3.28601 -1.54393 -0.13016
C: -1.85819 -1.94209 -0.50845
C: -1.61028 -1.86667 -2.01666
C: -1.09897 -0.51545 -2.59064
C: -0.91547 0.66365 -1.62297
C: 0.52878 1.18998 -1.48703
C: 1.16101 0.94655 -0.09558
B: 2.19627 2.07427 0.24921
C: 1.72341 3.57658 0.31003
C: 0.26077 3.71437 0.75692
C: 0.10894 3.39777 2.24792
C: -1.11664 2.58747 2.62654
O: -0.79919 1.20558 2.70253
C: -1.60157 0.32652 1.93544
C: 3.68146 1.72068 0.62065
C: 3.71189 1.44533 2.14276
C: 3.71795 -0.03078 2.52716
C: 2.29714 -0.56822 2.77158
S: 1.90234 -2.04068 1.85381
O: 0.52650 -2.03940 1.48930
O: 2.88848 -2.31073 0.86751
Cl: 2.09793 -3.47709 3.30541
H: -4.92443 -3.94539 1.34888
H: -3.16795 -3.78388 1.20419
H: -4.05787 -4.79696 0.10388
H: -4.26968 -3.03835 -1.34265
H: -5.30080 -2.27688 -0.17416
H: -3.34561 -1.21427 0.90964
H: -3.60207 -0.70173 -0.75057
H: -1.13352 -1.36339 0.05802
H: -1.70566 -2.97692 -0.20088
H: -2.53933 -2.12010 -2.52645
H: -0.91227 -2.65499 -2.29348
H: -0.15187 -0.69773 -3.09733
H: -1.77651 -0.19950 -3.37579
H: -1.51478 1.49573 -1.99226
H: -1.28641 0.45031 -0.62575
H: 1.17628 0.72791 -2.22965
H: 0.52826 2.25871 -1.69896
H: 1.68394 -0.01445 -0.11929
H: 0.39148 0.86051 0.67400
H: 2.35890 4.11392 1.02234
H: 1.90050 4.07403 -0.64719
H: -0.10686 4.71985 0.55823
H: -0.34927 3.02624 0.17111
H: 0.97718 2.84283 2.60417
H: 0.10316 4.33391 2.80529
H: -1.46753 2.91473 3.60869
H: -1.93311 2.76386 1.92440
H: -2.35847 -0.14666 2.56185
H: -0.97257 -0.46295 1.52330
H: -2.08211 0.83995 1.10268
H: 3.98857 0.83193 0.06688
H: 4.36790 2.53068 0.38121
H: 2.82632 1.88312 2.61420
H: 4.55627 1.95393 2.59824
H: 4.23574 -0.61873 1.77565
H: 4.27865 -0.15061 3.45269
H: 1.51776 0.15790 2.54749
H: 2.17545 -0.82997 3.81867
C: 4.01490 -2.95652 7.08243
O: 3.63047 -1.70618 6.52027
H: 4.16290 -2.82003 8.15014
H: 3.23613 -3.70908 6.93337
H: 4.94942 -3.31341 6.64205
H: 3.50360 -1.85371 5.57961
C: -3.38511 0.29935 -6.48599
O: -3.18478 0.83905 -5.17745
H: -3.21141 -0.77144 -6.42276
H: -4.40507 0.47304 -6.83790
H: -2.67939 0.73058 -7.19496
H: -3.34111 1.78622 -5.22011
C: 0.65673 0.09905 -6.70415
O: -0.21175 1.08052 -7.26122
H: 1.13160 -0.41711 -7.53445
H: 1.43247 0.55619 -6.08454
H: 0.10320 -0.62908 -6.10490
H: -0.63239 1.53772 -6.52691

The calculation puts the HOMO energy at -0.3554 hartree. Its frontier orbital gap is 10.1 eV.

These are the Löwdin partial charges, in e, on atoms 1 to 4: number 1, C, carries -0.102; number 2, C, carries -0.253; number 3, C, carries -0.216; number 4, C, carries -0.216

=====

The following is a quantum chemistry calculation of a gas-phase ion, C4H9NO2 (charge +1), from the Open Molecules 2025 dataset.

Element x y z (Å)
C: 0.13625 -0.75046 0.29240
C: -0.35683 0.33603 -0.69457
C: 0.45934 0.09616 -1.97390
O: -1.74051 0.34002 -0.96455
C: -0.29405 -0.47189 1.71165
N: 0.60995 0.10643 2.51991
O: -1.40972 -0.74522 2.15840
H: -0.30705 -1.69211 -0.07039
H: 1.20637 -0.60805 0.21335
H: -0.10917 1.34134 -0.26693
H: 0.19852 -0.89935 -2.36199
H: 0.15903 0.80209 -2.74919
H: 1.52334 0.15621 -1.73022
H: -1.82185 1.01085 -1.63684
H: 1.34080 0.63854 2.07149
H: 0.40557 0.33940 3.48138

The multiplicity is 2. The calculation puts the HOMO energy (alpha / beta) at -0.5437 / -0.5416 hartree. The energy relative to the best compared isomer or geometry (same formula, charge and spin) comes out at 140.9 kJ/mol. Its frontier orbital gap (alpha / beta) is 10.5 / 5.6 eV. Its expectation value of S² is 0.76. The charge is +1.

These are the natural (NBO) partial charges, in e, on atoms 1 to 4: number 1, C, carries -0.491; number 2, C, carries 0.117; number 3, C, carries -0.629; number 4, O, carries -0.689

=====

Respective DFT total energy values: -72980.936 -132739.147 -58904.301 -9869.741 eV.
Respective largest force on an atom values: 0.75 1.07 0.71 2.52 eV/A.